Below is C44H42CdClFN10O8PS2 as an isolated structure at a distorted geometry, with properties calculated with ωB97M-V/def2-TZVPD.

Geometry as XYZ:
```
110
Properties=species:S:1:pos:R:3
Cd 1.866 -0.029 -0.446
C -1.041 -3.768 2.789
N -0.789 -2.612 1.967
C -1.706 -1.915 1.255
C -1.015 -0.947 0.593
N 0.308 -1.063 0.876
C 0.435 -2.090 1.711
P 1.920 -2.756 2.527
C 2.574 -1.296 3.380
N 3.844 -1.007 3.365
C 3.948 0.121 4.157
C 2.723 0.479 4.630
N 1.845 -0.452 4.152
C 0.415 -0.465 4.304
C 3.058 -2.755 1.113
N 3.287 -1.789 0.246
C 4.165 -2.345 -0.652
C 4.513 -3.604 -0.282
N 3.789 -3.861 0.853
C 3.769 -5.149 1.554
H -2.131 -3.854 2.898
H -0.607 -3.620 3.784
H -0.591 -4.648 2.296
H -2.714 -2.230 1.221
H -1.368 -0.155 -0.030
H 4.927 0.567 4.296
H 2.412 1.380 5.115
H 0.156 -0.056 5.280
H 0.092 -1.524 4.275
H -0.036 0.099 3.497
H 4.577 -1.794 -1.470
H 5.141 -4.340 -0.767
H 4.673 -5.185 2.155
H 3.737 -5.931 0.802
H 2.910 -5.215 2.172
C -2.054 2.095 -6.409
C -1.858 3.410 -5.637
C -3.176 4.161 -5.544
C -3.158 5.260 -4.518
C -2.868 4.636 -3.187
C -3.375 5.102 -1.988
C -2.905 4.624 -0.783
F -3.389 5.105 0.350
C -1.971 3.633 -0.725
C -1.420 3.109 -1.930
C -0.276 2.149 -1.862
O -0.009 1.558 -0.809
C 0.489 2.055 -3.090
C -0.107 2.487 -4.228
N -1.302 3.122 -4.302
C -1.885 3.611 -3.139
C 1.911 1.487 -3.265
O 2.363 1.480 -4.407
O 2.518 1.094 -2.236
H -2.363 2.373 -7.414
H -2.855 1.489 -5.943
H -1.155 1.455 -6.472
H -1.119 4.019 -6.170
H -3.966 3.454 -5.290
H -3.415 4.554 -6.532
H -4.109 5.800 -4.443
H -2.373 5.994 -4.771
H -4.080 5.918 -1.988
H -1.619 3.274 0.244
H 0.460 2.325 -5.155
N -1.166 -8.463 2.209
C -1.116 -7.383 1.305
C 0.086 -6.896 0.779
C 0.114 -5.863 -0.147
C -1.089 -5.298 -0.550
C -2.300 -5.728 -0.003
C -2.300 -6.750 0.919
S -1.134 -4.174 -1.920
O -0.901 -4.997 -3.089
O -2.389 -3.500 -1.781
N 0.089 -3.221 -1.614
C 1.097 -2.944 -2.429
S 1.879 -4.078 -3.596
C 2.952 -2.796 -4.093
C 2.668 -1.686 -3.410
N 1.655 -1.764 -2.461
H -0.429 -9.157 2.172
H -2.051 -8.934 2.213
H 1.017 -7.354 1.116
H 1.060 -5.496 -0.565
H -3.227 -5.274 -0.375
H -3.261 -7.118 1.267
H 3.729 -2.970 -4.852
H 3.173 -0.749 -3.555
C 0.132 6.916 3.744
C -0.752 5.728 3.522
C -2.082 5.821 3.861
C -2.929 4.730 3.713
Cl -4.567 5.033 4.181
C -2.483 3.533 3.236
C -1.152 3.444 2.833
C -0.290 4.514 3.009
O 1.043 4.440 2.755
C 1.488 3.786 1.544
C 1.757 2.290 1.646
O 2.534 1.833 0.742
O 1.133 1.663 2.499
H -0.384 7.808 3.470
H 1.049 6.853 3.145
H 0.470 7.024 4.761
H -2.484 6.749 4.244
H -3.145 2.674 3.140
H -0.717 2.529 2.445
H 2.429 4.299 1.268
H 0.775 3.902 0.733
```

As for the spin multiplicity: 1. As for the lowest unoccupied orbital energy: 0.081 hartree. The energy above the lowest of the compared OMol25 structures with the same formula, charge and spin is 0.000 eV. The frontier orbital gap comes out at 7.07 eV. As for the total charge: -1.

Atomic partial charges in e from the Mulliken method, atoms 1 to 2: atom 1 (Cd): 3.248, atom 2 (C): -0.840

=====

Below is a 14-piece molecular cluster, C4H36N2O14 overall at a distorted geometry, with properties calculated with ωB97M-V/def2-TZVPD.

Geometry as XYZ:
```
56
Properties=species:S:1:pos:R:3
C 2.076 -1.849 1.723
C 0.903 -1.706 0.690
C -0.018 -0.488 1.242
C -1.316 -0.404 0.458
N -1.747 0.820 0.014
O -1.809 -1.471 0.111
N 2.950 -0.669 1.778
H 1.542 -2.215 2.642
H 2.851 -2.698 1.476
H 0.307 -2.674 0.734
H 1.262 -1.529 -0.306
H 0.514 0.433 1.275
H -0.159 -0.993 2.268
H -2.349 0.869 -0.785
H -1.331 1.648 0.310
H 3.726 -0.726 2.379
H 2.383 0.160 2.101
H -3.735 0.374 2.830
H -3.683 -1.045 2.249
O -3.328 -0.130 2.083
H 0.194 0.893 -2.037
H -0.357 0.120 -3.307
O 0.285 0.132 -2.621
H 0.242 -0.236 4.019
H 1.133 -0.821 5.017
O 1.168 -0.478 4.087
H -1.777 -0.254 3.301
H -1.349 1.149 3.427
O -1.397 0.331 3.986
H -2.707 -3.586 2.404
H -1.801 -2.623 1.555
O -2.301 -2.747 2.376
H -0.284 -2.493 -2.019
H -1.142 -2.559 -0.922
O -0.815 -3.147 -1.607
H 1.724 -2.007 -3.957
H 1.764 -0.590 -3.093
O 2.241 -1.390 -3.389
H 1.895 2.245 0.124
H 1.997 3.092 1.366
O 1.385 2.478 0.918
H 2.331 1.669 -3.722
H 2.631 2.099 -2.239
O 2.120 2.282 -3.059
H 0.101 4.765 -1.191
H 0.230 3.924 0.189
O -0.346 4.520 -0.406
H 0.352 2.506 -2.855
H -0.793 3.225 -1.915
O -0.565 2.659 -2.611
H -2.538 0.002 -4.215
H -2.713 -1.543 -4.053
O -2.081 -0.800 -3.892
H 2.624 0.048 -0.099
H 1.563 0.448 -0.876
O 2.503 0.702 -0.871
```

As for the spin multiplicity: 1. As for the lowest unoccupied orbital energy: 0.001 hartree. The energy above the lowest of the compared OMol25 structures with the same formula, charge and spin is 4.011 eV. The frontier orbital gap comes out at 9.53 eV. As for the total charge: 0.

Atomic partial charges in e from the Mulliken method, atoms 1 to 2: atom 1 (C): -0.718, atom 2 (C): -0.763